# 1
# C2H3ClN2O

The molecule C2H3ClN2O (ωB97M-V/def2-TZVPD, the Open Molecules 2025 dataset).

Computed properties:
2S+1: 3
Molar mass, g/mol: 106.51
Strongest force on any atom, eV/Å: 4.5
HOMO level (alpha / beta), Ha: -0.3105 / -0.3779
Relative energy (zero: lowest compared OMol25 entry of this formula, charge and spin), kJ/mol: 92.2
Total energy, Eh: -722.769392
HOMO-LUMO gap (alpha / beta), eV: 9.392 / 8.872
Lowest unoccupied orbital energy (alpha / beta), eV: 0.941 / -1.412

Geometry (Å):
C: 0.33 -0.07 0.27
C: 0.28 -0.79 -1.35
N: -0.72 0.53 0.51
N: -0.46 -2.12 -1.25
O: -1.65 -2.04 -1.27
Cl: 1.94 -1.00 -1.87
H: 1.29 -0.13 0.79
H: -0.08 0.12 -2.00
H: -0.74 0.77 1.57

=====

# 2
# C23H20N3O7PdS

C23H20N3O7PdS as an isolated structure (ωB97M-V/def2-TZVPD, the Open Molecules 2025 dataset).

Computed properties:
2S+1: 1
Molar mass, g/mol: 588.91
Total charge: +1
Strongest force on any atom, eV/Å: 0.7
HOMO level (alpha / beta), Ha: -0.4458 / -0.4458
Relative energy (zero: lowest compared OMol25 entry of this formula, charge and spin), kJ/mol: 0.0
Total energy, Eh: -2105.402155
HOMO-LUMO gap (alpha / beta), eV: 7.855 / 7.856
Lowest unoccupied orbital energy (alpha / beta), eV: -4.275 / -4.275

Geometry (Å):
Pd: 1.62 -0.14 1.17
O: 1.30 -4.20 2.29
C: 1.63 -3.11 2.47
O: 1.96 -2.00 2.66
C: -1.60 -2.14 1.82
O: -2.20 -2.90 2.44
O: -1.00 -1.37 1.18
O: 3.00 3.44 0.35
C: 2.41 2.49 0.78
O: 2.24 1.37 0.11
C: 1.76 2.51 2.14
C: 1.69 3.71 2.87
C: 1.02 3.70 4.06
C: 0.43 2.50 4.53
C: -0.28 2.44 5.76
C: -0.82 1.26 6.18
C: -0.68 0.09 5.39
C: 0.00 0.13 4.21
C: 0.56 1.33 3.75
N: 1.23 1.38 2.56
H: 2.16 4.59 2.46
H: 0.93 4.60 4.66
H: -0.38 3.34 6.35
H: -1.36 1.21 7.11
H: -1.11 -0.84 5.74
H: 0.13 -0.77 3.62
C: 1.27 3.00 -2.85
C: 1.72 2.06 -3.96
C: 1.22 0.63 -3.80
N: 1.88 -0.05 -2.67
C: 1.39 -0.94 -1.86
S: 2.34 -1.54 -0.52
N: 0.14 -1.46 -2.04
C: -0.40 -1.97 -3.25
O: 0.25 -2.02 -4.25
C: -1.79 -2.48 -3.10
C: -2.19 -3.54 -3.90
C: -3.47 -4.04 -3.79
C: -4.36 -3.47 -2.89
C: -3.97 -2.40 -2.09
C: -2.68 -1.91 -2.19
H: 1.55 4.03 -3.09
H: 1.73 2.74 -1.90
H: 0.18 2.96 -2.74
H: 2.81 2.06 -4.05
H: 1.34 2.41 -4.92
H: 1.42 0.04 -4.70
H: 0.15 0.61 -3.62
H: 2.82 0.25 -2.44
H: -0.25 -1.87 -1.20
H: -1.49 -3.96 -4.61
H: -3.78 -4.87 -4.41
H: -5.37 -3.86 -2.81
H: -4.68 -1.95 -1.41
H: -2.39 -1.05 -1.60

=====

# 3
# C5H8O

The molecule C5H8O (ωB97M-V/def2-TZVPD, the Open Molecules 2025 dataset).

Computed properties:
2S+1: 1
Molar mass, g/mol: 84.12
Strongest force on any atom, eV/Å: 1.0
HOMO level, Ha: -0.3249
Relative energy (zero: lowest compared OMol25 entry of this formula, charge and spin), kJ/mol: 90.3
Total energy, Eh: -270.523512
HOMO-LUMO gap, eV: 9.742
Lowest unoccupied orbital energy, eV: 0.902
Structure (SMILES): CC(C)C=C=O

Geometry (Å):
C: 1.40 0.63 0.50
C: 0.18 -0.29 0.45
C: -1.12 0.51 0.60
C: 0.11 -1.10 -0.83
C: -0.80 -0.90 -1.76
O: -1.61 -0.73 -2.59
H: 1.32 1.41 -0.26
H: 1.49 1.13 1.48
H: 2.33 0.08 0.33
H: 0.26 -0.99 1.29
H: -1.09 1.26 1.39
H: -1.97 -0.17 0.78
H: -1.33 1.05 -0.34
H: 0.83 -1.89 -1.05

=====

# 4
# C37H29F6N5PS2SbW

C37H29F6N5PS2SbW as an isolated structure (ωB97M-V/def2-TZVPD, the Open Molecules 2025 dataset).

Computed properties:
2S+1: 2
Molar mass, g/mol: 1058.37
Total charge: +3
Strongest force on any atom, eV/Å: 0.1
HOMO level (alpha / beta), Ha: -0.6123 / -0.6137
Relative energy (zero: lowest compared OMol25 entry of this formula, charge and spin), kJ/mol: 0.0
Total energy, Eh: -3744.741477
HOMO-LUMO gap (alpha / beta), eV: 6.444 / 6.862
Lowest unoccupied orbital energy (alpha / beta), eV: -10.219 / -9.839

Geometry (Å):
W: -0.77 0.19 -0.83
N: 1.50 3.29 1.02
C: 0.42 3.48 1.87
C: 0.24 4.35 2.95
C: -0.98 4.27 3.59
C: -1.98 3.37 3.18
C: -1.79 2.52 2.11
C: -0.56 2.58 1.46
N: -0.05 1.86 0.37
C: 1.18 2.33 0.16
C: 1.91 1.77 -0.96
C: 3.04 2.15 -1.61
S: 3.27 1.17 -2.99
C: 1.87 0.30 -2.64
N: 1.24 0.71 -1.55
H: 2.39 3.77 1.07
H: 1.00 5.05 3.26
H: -1.17 4.92 4.43
H: -2.92 3.37 3.70
H: -2.59 1.87 1.78
H: 3.72 2.95 -1.36
H: 1.52 -0.52 -3.24
S: -2.18 -2.02 -4.27
C: -1.68 -3.24 -3.17
C: -0.96 -2.74 -2.13
C: -0.82 -1.31 -2.19
C: -1.41 -0.82 -3.38
C: -1.42 0.61 -3.71
C: -1.79 1.17 -4.91
C: -1.80 2.55 -5.03
C: -1.45 3.33 -3.93
C: -1.09 2.70 -2.75
N: -1.06 1.37 -2.66
H: -1.96 -4.27 -3.34
H: -0.58 -3.36 -1.33
H: -2.08 0.54 -5.75
H: -2.09 3.02 -5.96
H: -1.48 4.41 -3.98
H: -0.84 3.27 -1.86
N: -1.98 -0.96 0.64
C: -1.49 -1.89 1.66
C: -2.39 -2.49 2.52
C: -1.89 -3.32 3.52
C: -0.52 -3.52 3.66
C: 0.37 -2.91 2.79
C: -0.13 -2.09 1.77
P: 0.93 -1.21 0.63
C: 1.92 -2.45 -0.24
C: 1.60 -3.80 -0.11
C: 2.35 -4.77 -0.77
C: 3.42 -4.40 -1.57
C: 3.75 -3.06 -1.70
C: 3.01 -2.09 -1.04
C: 2.00 -0.22 1.70
C: 3.38 -0.10 1.53
C: 4.13 0.65 2.42
C: 3.52 1.27 3.50
C: 2.15 1.14 3.70
C: 1.39 0.40 2.80
H: -2.60 -0.29 1.10
H: -2.62 -1.47 0.02
H: -3.45 -2.32 2.43
H: -2.58 -3.80 4.20
H: -0.15 -4.16 4.45
H: 1.43 -3.06 2.91
H: 0.78 -4.12 0.51
H: 2.09 -5.81 -0.65
H: 4.00 -5.16 -2.07
H: 4.61 -2.77 -2.30
H: 3.32 -1.06 -1.14
H: 3.89 -0.62 0.73
H: 5.20 0.72 2.30
H: 4.11 1.84 4.21
H: 1.67 1.59 4.56
H: 0.33 0.28 2.99
F: -2.54 1.05 -0.65
Sb: -4.75 0.72 -1.06
F: -4.15 1.10 -2.79
F: -4.78 2.53 -0.67
F: -6.51 0.34 -1.36
F: -4.61 0.35 0.78
F: -4.04 -1.02 -1.32

=====

# 5
# C2H5BrO

The molecule C2H5BrO (ωB97M-V/def2-TZVPD, the Open Molecules 2025 dataset).

Computed properties:
2S+1: 1
Molar mass, g/mol: 124.96
Strongest force on any atom, eV/Å: 3.8
HOMO level, Ha: -0.3657
Relative energy (zero: lowest compared OMol25 entry of this formula, charge and spin), kJ/mol: 55.3
Total energy, Eh: -2728.425017
HOMO-LUMO gap, eV: 10.717
Lowest unoccupied orbital energy, eV: 0.766
Structure (SMILES): OCCBr

Geometry (Å):
O: -0.30 1.46 -0.11
C: -0.62 0.07 -0.29
C: 0.58 -0.70 0.19
Br: 2.34 0.05 -0.22
H: -0.91 1.89 0.57
H: -1.42 -0.38 0.22
H: -0.74 -0.07 -1.40
H: 0.54 -1.66 -0.18
H: 0.54 -0.67 1.21

=====

# 6
# C40H39N2

A 2-piece molecular cluster, C40H39N2 overall (ωB97M-V/def2-TZVPD, the Open Molecules 2025 dataset).

Computed properties:
2S+1: 1
Molar mass, g/mol: 547.77
Total charge: +1
Strongest force on any atom, eV/Å: 1.5
HOMO level, Ha: -0.3722
Relative energy (zero: lowest compared OMol25 entry of this formula, charge and spin), kJ/mol: 0.0
Total energy, Eh: -1656.927675
HOMO-LUMO gap, eV: 5.172
Lowest unoccupied orbital energy, eV: -4.956

Geometry (Å):
C: 1.53 -4.08 0.90
C: 1.23 -2.84 1.42
C: 1.66 -1.70 0.76
C: 2.38 -1.78 -0.43
C: 2.83 -0.53 -1.19
C: 2.33 0.72 -0.45
C: 3.19 1.53 0.28
C: 2.71 2.61 1.00
C: 1.36 2.88 1.01
C: 0.49 2.09 0.29
C: 0.98 1.02 -0.44
C: 4.37 -0.50 -1.26
C: 5.16 -1.36 -0.49
C: 6.53 -1.32 -0.57
C: 7.15 -0.41 -1.39
C: 6.39 0.47 -2.13
C: 5.02 0.42 -2.06
C: 2.26 -0.56 -2.67
C: 0.98 -1.41 -2.87
C: 0.19 -0.71 -3.99
C: 0.77 0.71 -4.10
N: 1.91 0.80 -3.17
C: 2.66 -3.05 -0.93
C: 2.24 -4.18 -0.27
H: 1.20 -4.97 1.41
H: 0.66 -2.75 2.33
H: 1.44 -0.74 1.18
H: 4.24 1.33 0.29
H: 3.38 3.24 1.55
H: 0.97 3.72 1.57
H: -0.56 2.29 0.30
H: 0.30 0.40 -0.99
H: 4.69 -2.07 0.17
H: 7.13 -2.00 0.02
H: 8.23 -0.38 -1.46
H: 6.88 1.19 -2.77
H: 4.43 1.13 -2.62
H: 3.04 -0.97 -3.32
H: 1.22 -2.45 -3.12
H: 0.41 -1.44 -1.94
H: 0.31 -1.25 -4.94
H: -0.89 -0.70 -3.78
H: 1.08 0.93 -5.13
H: 0.03 1.48 -3.82
H: 2.71 1.25 -3.62
H: 3.22 -3.13 -1.85
H: 2.47 -5.16 -0.68
C: -1.95 -0.16 5.34
C: -2.23 0.84 4.29
N: -1.84 2.15 4.38
C: -2.17 2.82 3.21
C: -2.83 1.92 2.35
C: -3.20 2.34 1.07
C: -2.92 3.63 0.68
C: -2.24 4.51 1.52
C: -1.87 4.12 2.79
C: -2.85 0.63 3.03
C: -3.20 -0.64 2.50
C: -4.08 -0.86 1.40
C: -5.11 0.05 1.10
C: -5.88 -0.10 -0.02
C: -5.69 -1.18 -0.88
C: -6.52 -1.30 -2.12
C: -4.72 -2.12 -0.56
C: -3.93 -1.98 0.56
H: -2.45 -1.11 5.13
H: -0.88 -0.34 5.41
H: -2.29 0.20 6.31
H: -1.31 2.57 5.14
H: -3.69 1.67 0.39
H: -3.21 3.96 -0.31
H: -2.00 5.50 1.17
H: -1.32 4.78 3.43
H: -2.68 -1.49 2.90
H: -5.31 0.85 1.79
H: -6.63 0.64 -0.26
H: -6.27 -2.21 -2.68
H: -7.58 -1.35 -1.87
H: -6.36 -0.45 -2.77
H: -4.56 -2.96 -1.22
H: -3.16 -2.70 0.78